The following is a quantum chemistry calculation of a molecular structure, C29H27FN5O6SiTl, from the OMol25 dataset.

Output
- energy above the lowest of the compared OMol25 structures with the same formula, charge and spin (kJ/mol) = 99.4
- 2S+1 = 1
- net charge = -2

Last column: Mulliken charge in e.
Positions of all 70 atoms, in Å:
Tl (-0.033, -0.089, -0.641)  0.788
O (-5.111, 2.426, -0.093)  -0.710
C (-5.325, 1.449, 0.793)  0.339
C (-6.174, 1.701, 1.878)  -0.675
C (-6.418, 0.727, 2.830)  -0.319
C (-5.834, -0.531, 2.718)  -0.684
C (-4.994, -0.789, 1.647)  -0.537
C (-4.724, 0.176, 0.685)  0.584
C (-3.672, -0.151, -0.340)  0.372
O (-3.119, -1.251, -0.331)  -0.714
N (-3.459, 0.857, -1.237)  -1.020
N (-2.376, 0.710, -2.017)  0.284
C (-2.174, 1.470, -3.022)  -0.801
C (-0.979, 1.214, -3.827)  1.008
C (-0.676, 1.983, -4.954)  -0.895
C (0.437, 1.662, -5.708)  -0.194
C (1.234, 0.594, -5.324)  -0.783
C (0.886, -0.086, -4.164)  0.084
N (-0.191, 0.197, -3.453)  -0.069
H (-4.398, 2.037, -0.744)  0.517
H (-6.629, 2.681, 1.956)  0.380
H (-7.071, 0.948, 3.668)  0.363
H (-6.032, -1.293, 3.462)  0.377
H (-4.491, -1.741, 1.534)  0.445
H (-2.854, 2.275, -3.316)  0.300
H (-1.305, 2.824, -5.216)  0.316
H (0.690, 2.250, -6.582)  0.377
H (2.110, 0.312, -5.892)  0.362
H (1.503, -0.892, -3.778)  0.326
O (-1.790, 2.218, 3.647)  -0.528
C (-1.288, 1.883, 2.435)  0.174
O (-1.602, 0.862, 1.894)  -0.357
C (-0.336, 2.885, 1.887)  0.391
C (0.082, 3.964, 2.651)  -0.644
C (0.964, 4.867, 2.075)  -0.354
C (1.387, 4.649, 0.780)  -0.580
C (0.935, 3.519, 0.092)  0.342
N (0.085, 2.660, 0.640)  0.258
C (1.439, 3.273, -1.360)  -0.102
O (1.945, 4.281, -1.891)  -0.795
O (1.297, 2.120, -1.813)  -0.411
H (-2.400, 1.511, 3.898)  0.363
H (-0.274, 4.089, 3.664)  0.462
H (1.309, 5.724, 2.641)  0.392
H (2.056, 5.323, 0.264)  0.482
C (2.592, -3.248, 3.378)  -1.074
Si (3.028, -2.035, 1.958)  -0.030
C (2.397, -0.349, 2.531)  -0.759
C (4.945, -1.912, 2.067)  -1.182
N (2.299, -2.385, 0.489)  0.002
C (2.591, -3.319, -0.419)  0.156
C (3.704, -4.210, -0.351)  0.049
C (3.981, -5.164, -1.311)  -0.899
C (3.153, -5.329, -2.414)  -0.307
C (2.042, -4.496, -2.523)  -0.615
C (1.791, -3.528, -1.579)  0.318
F (0.683, -2.760, -1.812)  -0.275
H (2.981, -2.908, 4.342)  0.294
H (2.992, -4.249, 3.188)  0.322
H (1.506, -3.338, 3.466)  0.280
H (2.784, -0.068, 3.515)  0.381
H (1.307, -0.390, 2.587)  0.000
H (2.666, 0.432, 1.816)  0.227
H (5.280, -1.514, 3.029)  0.340
H (5.316, -1.248, 1.281)  0.314
H (5.422, -2.886, 1.927)  0.375
H (4.346, -4.118, 0.517)  0.121
H (4.856, -5.799, -1.200)  0.341
H (3.357, -6.082, -3.165)  0.335
H (1.351, -4.595, -3.353)  0.374